1.
This record from the Open Molecules 2025 dataset describes a molecular structure, C4H10S2. The level of theory is ωB97M-V/def2-TZVPD.

Positions of all 16 atoms, in Å:
C1 -2.26288 -0.06798 0.12883
C2 -0.94491 0.31705 0.44937
C3 0.32328 -0.31088 -0.23557
C4 1.65643 0.21060 -0.04158
H1 -2.95723 0.90425 0.27450
H2 -2.68457 -1.01942 0.61404
H3 -2.39453 -0.31941 -1.15779
H4 -0.84465 1.31019 0.05754
H5 -0.53382 0.20800 1.62054
H6 0.15949 -0.23661 -1.17020
H7 0.46466 -1.30566 1.65706
H8 2.08445 -0.84541 -0.76134
H9 2.19385 0.05936 1.08616
H10 2.88964 1.24160 -1.97139
S1 0.71496 -1.96330 0.26942
S2 2.13583 1.81764 -0.81960

***

2.
This record from the Open Molecules 2025 dataset describes 2 unconnected molecules or ions with the total composition C4H10S2. The level of theory is ωB97M-V/def2-TZVPD.

Results
SMILES: C=CC.CSS

Positions of all 16 atoms, in Å:
C1 2.94565 0.11077 -0.80786
C2 1.88660 0.56156 -0.13914
C3 1.80308 0.69713 1.34773
H1 2.80973 -0.03429 -1.86887
H2 3.89991 -0.05499 -0.32515
H3 1.10902 1.07583 -0.68911
H4 0.90074 0.26630 1.78190
H5 2.68580 0.28388 1.83446
H6 1.70694 1.75502 1.61435
C4 -1.05447 -1.81937 0.68852
S1 -0.97622 -0.75077 -0.77293
S2 -1.74292 0.99727 0.07667
H7 -0.07819 -1.81169 1.17325
H8 -1.31324 -2.82565 0.36502
H9 -1.77327 -1.50403 1.43760
H10 -2.79258 1.11040 -0.75154

***

3.
This record from the Open Molecules 2025 dataset describes a single C4H10S2 molecule. The level of theory is ωB97M-V/def2-TZVPD.

Results
SMILES: CCSSCC

Positions of all 16 atoms, in Å:
C1 -1.78122 -1.29957 -0.88941
C2 -1.93829 -0.15083 0.10874
S1 -1.29478 -0.35909 1.79501
S2 0.71857 -0.78833 1.28350
C3 1.75517 0.09452 -0.09496
C4 2.07165 1.45235 0.44414
H1 -0.88860 -1.22198 -1.51858
H2 -1.57876 -2.18638 -0.24858
H3 -2.63631 -1.56365 -1.48965
H4 -1.62475 0.83029 -0.24903
H5 -3.02689 -0.09856 0.23541
H6 1.08312 0.12637 -0.94320
H7 2.65441 -0.45444 -0.25458
H8 2.88054 1.97099 -0.15435
H9 1.22432 2.16431 0.48133
H10 2.38181 1.48400 1.49421

***

4.
This record from the Open Molecules 2025 dataset describes a single C4H10S2 molecule. The level of theory is ωB97M-V/def2-TZVPD.

Results
SMILES: CCSSCC

Positions of all 16 atoms, in Å:
C1 3.03057 1.07541 0.65725
C2 1.54154 1.31237 0.98162
S1 0.36845 -0.19183 0.85278
S2 -0.81830 0.54941 -0.71959
C3 -1.45611 -1.06240 -1.42479
C4 -2.32569 -1.94720 -0.47531
H1 3.60832 1.08198 1.60619
H2 3.37717 0.03067 0.23948
H3 3.25912 1.84942 -0.13316
H4 1.44099 1.50611 2.07382
H5 1.04142 2.12891 0.47307
H6 -0.54045 -1.55389 -1.82970
H7 -2.11387 -0.62817 -2.16381
H8 -2.89772 -2.53143 -1.15778
H9 -1.80693 -2.55110 0.22237
H10 -2.91226 -1.32287 0.10594

***

It turns out 4 is the most stable, with the second structure 0.093 eV higher.

***

1.
This record from the Open Molecules 2025 dataset describes a single C4H10S2 molecule. The level of theory is ωB97M-V/def2-TZVPD.

Results
SMILES: CSCCSC

Positions of all 16 atoms, in Å:
C1 -0.59917 2.89021 1.16079
S1 -0.47159 2.29785 -0.56130
C2 0.68524 0.85788 -0.46085
C3 -0.06540 -0.43311 -0.48434
S2 1.05314 -1.69772 -0.86933
C4 0.19766 -3.23476 -0.36690
H1 -1.28034 2.21948 1.74966
H2 -1.11444 3.91506 1.16036
H3 0.32336 3.18232 1.65296
H4 1.34244 0.76629 0.41562
H5 1.26743 0.87726 -1.44878
H6 -0.80496 -0.45549 -1.32132
H7 -0.76132 -0.44571 0.39105
H8 1.06912 -3.80904 -0.42492
H9 -0.51901 -3.70454 -1.09088
H10 -0.32215 -3.22598 0.49819

***

2.
This record from the Open Molecules 2025 dataset describes a single C4H10S2 molecule. The level of theory is ωB97M-V/def2-TZVPD.

Results
SMILES: CCSCCS

Positions of all 16 atoms, in Å:
C1 0.68150 -1.90200 -1.53298
C2 0.99397 -2.11987 -0.00960
S1 1.42394 -0.66662 0.87215
C3 -0.17879 0.32571 0.96798
C4 -0.30217 1.15976 -0.27448
S2 -1.92031 2.01943 -0.35890
H1 1.56891 -1.31395 -1.97989
H2 0.54332 -2.76650 -2.15437
H3 -0.07394 -1.24445 -1.80117
H4 1.86966 -2.78236 -0.07373
H5 0.14322 -2.63640 0.52576
H6 -1.11938 -0.31468 1.20140
H7 0.07925 0.89297 1.85181
H8 0.41146 1.92365 -0.42254
H9 -0.27106 0.33471 -1.07767
H10 -2.37657 1.48058 0.81288

***

It turns out 2 is the most stable, with the second structure 0.284 eV higher.